1.
Computed, not measured: a 2-piece molecular cluster, C8H9NO3S overall, with ωB97M-V/def2-TZVPD.

- E_tot (eV) = -26905.758
- gap between HOMO and LUMO (alpha / beta) (eV) = 6.86 / 6.87
- spin multiplicity = 1
- ΔE to the lowest compared entry with this formula, charge and spin (kcal/mol) = 81.67
- LUMO level (alpha / beta) (eV) = -0.50 / -0.50

Atoms and positions in Å:
C: -1.39 -1.08 2.48
C: -0.44 -0.08 2.77
C: -1.47 -1.59 1.21
C: 0.29 0.45 1.70
C: -0.75 -1.00 0.19
C: 2.26 -0.18 -2.50
C: 1.22 -0.34 -1.65
C: 1.03 0.47 -0.55
N: 0.16 -0.02 0.47
O: -1.52 0.68 -2.05
O: -0.27 2.80 -2.07
O: -1.47 2.10 -0.07
S: -0.95 1.78 -1.36
H: -1.80 -1.58 3.29
H: -0.26 0.19 3.79
H: -2.37 -2.03 0.99
H: 1.17 1.11 1.89
H: -0.99 -1.30 -0.92
H: 2.28 -0.94 -3.28
H: 3.05 0.48 -2.38
H: 0.58 -1.12 -1.93
H: 1.64 1.19 -0.03

Atom charges from the Löwdin analysis, given in e for atoms 1 to 4:
1 C -0.04
2 C 0.01
3 C -0.04
4 C -0.04

=====

2.
Computed, not measured: one molecule with the formula C8H9NO5, with ωB97M-V/def2-TZVPD.

- E_tot (eV) = -20159.563
- gap between HOMO and LUMO (eV) = 8.88
- spin multiplicity = 1
- SMILES string = O=[N+]([O-])OOOCCc1ccccc1
- ΔE to the lowest compared entry with this formula, charge and spin (kcal/mol) = 221.26
- LUMO level (eV) = -0.29

Atoms and positions in Å:
C: -2.70 1.73 -0.34
C: -2.48 1.37 1.00
C: -1.75 0.21 1.31
C: -1.23 -0.60 0.30
C: -1.41 -0.22 -1.04
C: -2.16 0.92 -1.35
C: -0.43 -1.82 0.69
C: 1.01 -1.42 0.87
O: 1.33 -0.93 -0.43
O: 2.66 -0.36 -0.30
O: 2.87 0.43 -1.39
N: 4.33 1.06 -1.03
O: 4.70 1.79 -1.93
O: 4.78 0.70 0.03
H: -3.29 2.61 -0.58
H: -2.90 1.97 1.81
H: -1.57 -0.09 2.35
H: -0.97 -0.83 -1.83
H: -2.33 1.18 -2.40
H: -0.82 -2.27 1.62
H: -0.46 -2.56 -0.12
H: 1.14 -0.61 1.60
H: 1.68 -2.25 1.14

Atom charges from the Löwdin analysis, given in e for atoms 1 to 4:
1 C -0.09
2 C -0.09
3 C -0.05
4 C -0.24

=====

3.
Computed, not measured: C8H9NO6Y as an isolated structure, with ωB97M-V/def2-TZVPD.

- E_tot (eV) = -23229.688
- charge = +3
- gap between HOMO and LUMO (eV) = 8.82
- spin multiplicity = 1
- ΔE to the lowest compared entry with this formula, charge and spin (kcal/mol) = 0.00
- LUMO level (eV) = -13.30

Atoms and positions in Å:
Y: 1.17 0.22 -0.05
C: -0.42 -1.43 -1.27
O: -0.97 -2.27 -1.83
C: 2.39 -1.56 -1.25
O: 2.85 -2.45 -1.82
C: 0.95 -2.06 0.85
O: 0.68 -3.14 1.12
C: 1.07 0.27 -2.55
O: 0.88 0.09 -3.68
C: 2.84 1.38 1.04
H: 2.59 2.38 0.65
H: 2.60 1.23 2.10
C: 3.75 0.56 0.38
H: 4.33 -0.21 0.94
H: 4.32 0.90 -0.51
N: -3.74 0.14 1.17
C: -3.11 1.01 0.09
C: -1.61 0.95 0.34
O: -0.81 1.58 -0.42
O: -1.19 0.07 1.17
H: -4.07 -0.74 0.78
H: -4.56 0.59 1.57
H: -3.00 -0.05 1.87
H: -3.39 0.57 -0.90
H: -3.54 2.02 0.21

Atom charges from the Löwdin analysis, given in e for atoms 1 to 4:
1 Y 1.39
2 C -0.03
3 O 0.26
4 C -0.06

=====

4.
Computed, not measured: one molecule with the formula C8H9NOS, with ωB97M-V/def2-TZVPD.

- E_tot (eV) = -22810.829
- gap between HOMO and LUMO (eV) = 9.91
- spin multiplicity = 1
- SMILES string = C#C[C@@](C)(OC)c1nccs1
- ΔE to the lowest compared entry with this formula, charge and spin (kcal/mol) = 101.84
- LUMO level (eV) = 0.55

Atoms and positions in Å:
C: 1.43 0.28 2.80
C: 0.67 0.42 1.88
C: 1.69 -1.34 -1.66
C: 0.96 -2.46 -1.52
C: 0.19 -0.51 -0.26
C: -1.72 0.07 1.20
C: -0.73 1.99 -1.08
C: -0.32 0.46 0.70
N: 1.31 -0.28 -0.88
O: -0.30 1.80 0.26
S: -0.35 -2.14 -0.44
H: 2.19 0.23 3.64
H: 2.48 -1.13 -2.42
H: 1.27 -3.42 -1.75
H: -2.07 0.81 1.81
H: -1.73 -0.85 1.49
H: -2.35 -0.11 0.31
H: -1.22 2.99 -1.08
H: -1.50 1.23 -1.20
H: 0.09 1.97 -1.79

Atom charges from the Löwdin analysis, given in e for atoms 1 to 4:
1 C 0.12
2 C -0.03
3 C -0.23
4 C -0.37

=====

Look up the E_tot of the first one. -26905.758 eV